121
Properties=species:S:1:pos:R:3:forces:R:3:mulliken_charge:R:1 method="wB97M-V/def2-TZVPD" lumo_energy_ha=-0.0036 multiplicity=1 fmax_ev_per_a=2.3 smiles="CCOCCO[C@]1(O)C[C@H](COC(C)=O)[C@](CCCCN)(COC)OS1(=O)=O.CN(C)C=O.CN(C)C=O.CN(C)C=O.CN(C)C=O.CN(C)C=O" homo_ev=-8.28
C -2.2998 -3.3940 -3.4208 0.0 0.0 0.0 -1.31
C -1.2257 -4.3570 -3.9343 -0.5 0.3 0.5 -0.25
O -0.5259 -3.7640 -5.0085 0.2 0.1 -0.5 -0.40
C 0.8572 -4.0314 -5.0043 -0.2 -0.4 0.4 -0.87
C 1.5867 -3.1971 -3.9587 0.2 -0.6 0.1 0.60
O 2.4825 -2.2748 -4.5724 -0.3 0.0 0.1 -0.56
C 2.8146 -1.1642 -3.8263 0.7 0.2 0.4 0.92
O 3.6839 -0.3935 -4.5888 -0.3 0.2 0.0 -0.57
C 3.4545 -1.4676 -2.4507 0.0 0.3 0.1 -1.54
C 2.9642 -0.5902 -1.2935 -0.1 -0.1 0.0 -0.38
C 3.8354 -0.9913 -0.1134 0.3 0.0 -0.2 -1.90
O 3.6043 -0.1784 1.0349 0.4 -0.2 0.4 -0.32
C 4.3873 -0.4409 2.1173 0.9 1.8 1.1 0.78
C 4.6800 -1.8679 2.4826 0.0 -0.3 -0.4 -1.12
O 4.8475 0.4951 2.7657 -1.2 -1.7 -1.1 -0.55
C 1.4515 -0.6953 -1.0509 -0.3 0.0 1.1 2.49
C 0.9640 0.4187 -0.1202 -0.2 0.5 -0.7 -1.81
C -0.5507 0.6919 -0.2176 0.6 0.0 0.6 -0.73
C -0.8957 1.8562 -1.1434 -0.6 -0.5 -0.3 -0.31
C -2.2583 1.6705 -1.8566 0.1 0.7 0.0 -0.72
N -2.1833 1.6505 -3.3179 -0.5 -0.1 0.2 -0.70
C 1.0450 -2.0884 -0.4983 -0.6 0.1 -0.4 -1.32
O 0.3231 -2.0164 0.7078 0.0 -0.3 0.1 -0.38
C 0.9115 -2.6832 1.7998 -0.1 0.5 0.2 -0.53
O 0.6783 -0.5685 -2.3005 0.7 -0.2 -0.3 0.11
S 1.3668 -0.0315 -3.6183 -0.8 0.5 -1.5 1.20
O 0.4544 -0.3090 -4.6858 0.1 -0.2 0.5 -0.73
O 1.8224 1.3153 -3.4692 0.2 -0.2 0.6 -0.73
H -3.2965 -3.8074 -3.5129 -0.2 0.0 0.0 0.28
H -2.2800 -2.4692 -3.9887 0.1 0.1 -0.1 0.36
H -2.1566 -3.1304 -2.3754 0.1 0.0 0.1 0.37
H -1.7027 -5.2874 -4.2475 0.2 -0.2 -0.2 0.47
H -0.5583 -4.6077 -3.1077 0.3 -0.1 0.0 0.34
H 1.0062 -5.0877 -4.7646 0.1 -0.1 0.0 0.32
H 1.2691 -3.8783 -5.9956 -0.1 0.3 -0.1 0.38
H 2.1612 -3.8622 -3.3096 0.2 0.0 0.1 0.18
H 0.8363 -2.7149 -3.3379 0.0 0.3 -0.1 -0.32
H 4.3951 -0.9745 -4.8696 0.2 -0.2 -0.2 0.52
H 4.5098 -1.2342 -2.5650 0.2 -0.1 -0.2 0.57
H 3.3970 -2.5163 -2.1671 -0.3 -0.2 -0.2 0.22
H 3.2045 0.4545 -1.4814 -0.1 0.1 -0.3 0.96
H 4.8617 -0.8134 -0.4439 0.1 0.0 0.0 0.76
H 3.7769 -2.0557 0.1118 -0.3 -0.1 0.1 0.37
H 5.4847 -2.2255 1.8409 0.2 0.0 0.0 0.37
H 5.0030 -1.9370 3.5110 0.1 0.2 0.2 0.35
H 3.8450 -2.5435 2.3195 -0.2 0.1 0.0 0.33
H 1.2807 0.2307 0.8962 0.0 -0.2 0.1 0.37
H 1.4783 1.3286 -0.4355 0.1 0.1 0.0 0.88
H -1.0784 -0.2109 -0.5060 -0.1 -0.1 -0.2 0.43
H -0.8897 0.9004 0.7941 -0.3 0.0 0.0 0.02
H -0.1427 1.9522 -1.9200 0.2 0.1 0.0 0.26
H -0.9172 2.7953 -0.5962 0.2 0.1 0.2 0.45
H -2.7522 0.7760 -1.4914 -0.1 -0.2 -0.1 0.41
H -2.9099 2.4993 -1.5745 -0.1 0.1 0.1 0.24
H -1.3583 2.1211 -3.6509 0.2 -0.1 -0.2 0.30
H -2.2156 0.7155 -3.6876 0.3 -0.1 -0.1 0.29
H 0.3713 -2.5408 -1.2261 0.0 0.0 -0.1 -0.26
H 1.9027 -2.7557 -0.4158 0.1 0.0 0.1 0.79
H 1.3167 -3.6562 1.5243 0.1 -0.1 -0.1 0.30
H 0.1467 -2.8248 2.5563 -0.2 -0.1 0.0 0.38
H 1.6806 -2.0476 2.2476 0.2 -0.1 0.0 0.01
C -4.0034 2.1248 5.1451 0.1 -0.1 0.0 -0.95
N -3.3807 1.4450 4.0269 0.1 0.0 0.1 0.10
C -2.1997 0.6308 4.2512 -0.1 0.0 -0.1 -0.84
C -3.8680 1.5435 2.7766 -0.3 0.2 -0.2 0.50
O -3.3926 0.9929 1.8002 0.2 -0.1 0.0 -0.59
H -3.2978 2.8189 5.6071 0.0 0.0 0.0 0.34
H -4.3272 1.4006 5.8953 0.0 0.1 0.0 0.35
H -4.8717 2.6814 4.7995 0.0 0.0 0.0 0.29
H -1.3642 1.0091 3.6597 0.0 0.0 0.0 0.20
H -2.3896 -0.3992 3.9463 0.1 0.0 0.0 0.28
H -1.9376 0.6548 5.3059 0.0 0.0 0.0 0.40
H -4.7613 2.1822 2.7061 0.0 0.0 0.1 -0.10
C -5.2260 -4.5612 -7.7507 -0.2 0.1 0.1 -0.86
N -5.7793 -3.8649 -6.6072 0.0 -0.1 -0.2 0.06
C -7.1949 -3.5364 -6.5890 0.1 0.0 0.1 -0.96
C -5.0234 -3.5067 -5.5533 0.1 0.0 0.0 0.57
O -5.4389 -2.9230 -4.5728 -0.1 0.0 0.1 -0.64
H -5.3673 -3.9709 -8.6582 0.0 0.0 0.0 0.33
H -5.7174 -5.5279 -7.8798 0.0 0.0 -0.1 0.33
H -4.1608 -4.7259 -7.6037 0.0 0.0 0.0 0.27
H -7.3288 -2.4577 -6.5055 -0.1 0.0 0.0 0.29
H -7.6779 -4.0043 -5.7308 0.0 0.0 0.0 0.29
H -7.6604 -3.8901 -7.5052 0.0 0.0 0.0 0.38
H -3.9646 -3.7997 -5.6619 0.0 0.0 0.0 -0.07
C 3.3429 1.7492 5.2286 -0.2 0.2 0.2 -0.76
N 2.9774 1.8537 6.6280 0.0 0.1 -0.2 0.21
C 2.4294 3.1025 7.1309 0.0 -0.1 0.1 -1.04
C 3.1281 0.8276 7.4856 0.0 -0.1 0.0 0.10
O 2.8370 0.8615 8.6637 0.0 0.0 0.1 -0.60
H 4.1069 2.4882 4.9835 0.0 0.0 -0.1 0.26
H 2.4692 1.9255 4.5974 0.1 0.0 -0.1 0.40
H 3.7363 0.7598 5.0157 0.0 0.0 0.0 0.12
H 3.0619 3.4972 7.9264 0.0 0.0 0.0 0.32
H 1.4335 2.9372 7.5426 0.0 0.1 0.0 0.31
H 2.3723 3.8243 6.3205 0.0 0.0 0.0 0.40
H 3.5515 -0.0740 7.0085 0.0 0.0 0.0 0.25
C 7.3226 2.3241 3.1991 0.1 0.3 0.2 -0.80
N 7.7486 3.5940 3.7614 -0.1 -0.2 -0.1 0.16
C 7.1169 4.0823 4.9743 0.1 0.1 -0.1 -0.89
C 8.7151 4.3430 3.2000 0.1 0.0 -0.1 0.14
O 9.1028 5.4092 3.6335 0.0 0.1 0.1 -0.59
H 6.2681 2.3580 2.9421 -0.1 -0.1 0.0 0.31
H 7.4844 1.5235 3.9242 0.0 -0.1 -0.1 0.28
H 7.8987 2.1085 2.3011 0.0 0.0 0.0 0.27
H 6.6458 5.0487 4.7912 0.0 0.0 0.1 0.31
H 7.8616 4.2138 5.7599 0.0 0.0 0.0 0.32
H 6.3671 3.3678 5.3035 0.0 0.0 0.0 0.24
H 9.1350 3.8906 2.2847 0.0 0.0 0.0 0.25
C -6.8445 3.1200 -1.2070 0.0 0.2 0.1 -0.95
N -7.0553 3.3314 0.2129 0.0 0.1 -0.1 0.12
C -7.3123 4.6752 0.7021 0.0 -0.1 0.1 -0.96
C -7.0172 2.3219 1.0962 0.0 -0.3 0.0 0.12
O -7.1787 2.4426 2.2988 0.0 0.1 0.0 -0.63
H -5.9808 3.6919 -1.5499 0.0 0.0 -0.1 0.37
H -7.7248 3.4372 -1.7697 0.0 0.0 -0.1 0.36
H -6.6632 2.0659 -1.4022 0.0 0.0 0.0 0.29
H -6.5459 4.9666 1.4209 0.0 0.1 0.0 0.28
H -8.2791 4.7137 1.2046 0.0 0.1 0.0 0.30
H -7.3088 5.3707 -0.1327 0.0 0.0 0.0 0.39
H -6.8140 1.3447 0.6292 0.0 0.0 0.0 0.34